{"formula": "C4H12N2O3", "method": "ωB97M-V/def2-TZVPD", "elements": ["O", "O", "O", "N", "N", "C", "C", "C", "C", "H", "H", "H", "H", "H", "H", "H", "H", "H", "H", "H", "H"], "positions_angstrom": [[-0.71, 0.00, 1.30], [-0.11, 0.85, -2.02], [1.07, -0.87, -1.22], [0.93, -2.00, 1.42], [-0.29, -1.68, 1.80], [-1.29, 0.04, -2.03], [0.97, 0.32, -1.47], [2.07, 1.33, -1.29], [-1.52, 0.63, 2.24], [-1.94, 1.53, 1.79], [1.63, -1.87, 2.14], [1.21, -1.77, 0.46], [-2.37, 0.00, 2.56], [-0.96, 0.90, 3.15], [1.98, 1.70, -0.27], [1.95, 2.15, -1.98], [-1.11, -0.88, -2.58], [-2.06, 0.64, -2.51], [-0.91, -1.66, 0.97], [3.04, 0.85, -1.43], [-1.58, -0.20, -1.00]], "max_force_ev_per_a": 2.160, "e_tot_ev": -13462.13569, "e_homo_ev": -8.88}